[1]
Entry from the OMol25 dataset: a single C3H4N2O molecule (the ωB97M-V functional and the def2-TZVPD basis).

For the HOMO energy, the calculation gives -8.81 eV. The value obtained for the energy is -301.389117 Ha. The calculation puts the lowest unoccupied orbital energy at 0.5838 eV. The energy above the lowest of the compared OMol25 structures with the same formula, charge and spin is 61.6 kcal per mole. The HOMO-LUMO gap is 9.396 eV.

Cartesian coordinates (Å):
O -1.991129 0.139123 0.206249
C -0.650544 0.057325 0.123374
C 0.401599 0.916372 0.342392
C 1.550319 0.105698 0.004355
N 1.168993 -1.134831 -0.303533
N -0.150296 -1.133582 -0.263866
H -2.228325 0.995492 0.572923
H 0.299461 1.928032 0.733552
H 2.231209 0.082749 -0.843083
H -0.631287 -1.956379 -0.572360

Atoms 1-2, force components in eV/Å:
-0.16 0.23 0.25
0.15 -0.23 0.17

natural (NBO) population analysis, charges in e, atoms 1 to 4: number 1, O, carries -0.657; number 2, C, carries 0.437; number 3, C, carries -0.429; number 4, C, carries -0.132

[2]
Entry from the OMol25 dataset: C3H4N2O as an isolated structure (the ωB97M-V functional and the def2-TZVPD basis).

For the HOMO energy, the calculation gives -9.94 eV. The value obtained for the energy is -301.354248 Ha. The calculation puts the lowest unoccupied orbital energy at 0.3196 eV. The energy above the lowest of the compared OMol25 structures with the same formula, charge and spin is 83.4 kcal per mole. The HOMO-LUMO gap is 10.258 eV.

Cartesian coordinates (Å):
O 0.375657 -0.707873 1.908696
C 0.254994 -0.294378 0.617232
C -0.792722 0.413172 0.003292
C -0.241005 0.830191 -1.191357
N 1.027595 0.395443 -1.348965
N 1.408941 -0.230633 -0.245708
H 0.319283 0.074049 2.473468
H -1.787023 0.571186 0.395604
H -0.707606 1.410663 -1.978781
H 0.637044 -1.273087 -0.101212

Atoms 1-2, force components in eV/Å:
-0.02 0.15 0.09
-0.14 0.28 -0.07

natural (NBO) population analysis, charges in e, atoms 1 to 4: number 1, O, carries -0.663; number 2, C, carries 0.238; number 3, C, carries -0.353; number 4, C, carries -0.027

[3]
Entry from the OMol25 dataset: a single C3H4N2O molecule (the ωB97M-V functional and the def2-TZVPD basis).

For the HOMO energy, the calculation gives -8.89 eV. The value obtained for the energy is -301.316467 Ha. The calculation puts the lowest unoccupied orbital energy at 0.6522 eV. The energy above the lowest of the compared OMol25 structures with the same formula, charge and spin is 107.2 kcal per mole. The HOMO-LUMO gap is 9.546 eV.

Cartesian coordinates (Å):
H -0.264541 -2.428127 -1.468676
N -0.276114 -1.694018 -0.746453
N 0.837724 -1.150896 -0.758445
C 0.873591 -0.074464 0.232103
C 0.288506 1.278609 -0.029288
C -0.426762 0.485414 0.704778
O -1.506562 0.304831 1.462989
H 1.809831 -0.143881 0.799934
H 0.532466 2.267752 -0.368287
H -1.892200 1.175939 1.634194

Atoms 1-2, force components in eV/Å:
0.05 0.01 0.05
0.49 0.09 -0.35

natural (NBO) population analysis, charges in e, atoms 1 to 4: number 1, H, carries 0.315; number 2, N, carries -0.334; number 3, N, carries -0.129; number 4, C, carries -0.151